{
  "formula": "C22H27N3O5S",
  "method": "the ωB97M-V functional and the def2-TZVPD basis",
  "elements": ["C", "C", "C", "C", "C", "C", "C", "H", "H", "S", "O", "O", "N", "C", "C", "C", "C", "C", "C", "H", "C", "H", "H", "H", "H", "H", "H", "C", "H", "H", "C", "O", "H", "H", "C", "N", "C", "O", "C", "N", "C", "O", "H", "C", "H", "H", "H", "C", "H", "H", "H", "H", "H", "H", "H", "H", "H", "H"],
  "xyz": [[3.994, 3.867, 0.768], [3.030, 2.900, 0.154], [1.701, 2.868, 0.564], [0.802, 1.984, -0.006], [1.242, 1.130, -0.999], [2.555, 1.145, -1.427], [3.446, 2.031, -0.850], [4.475, 2.047, -1.176], [2.855, 0.460, -2.204], [0.133, -0.087, -1.680], [0.756, -0.730, -2.804], [-1.175, 0.471, -1.901], [-0.023, -1.141, -0.374], [1.250, -1.487, 0.159], [1.636, -0.907, 1.361], [2.896, -1.169, 1.868], [3.767, -1.997, 1.182], [3.392, -2.578, -0.023], [2.125, -2.316, -0.526], [1.824, -2.732, -1.476], [4.327, -3.479, -0.771], [5.362, -3.271, -0.510], [4.198, -3.360, -1.844], [4.117, -4.520, -0.522], [4.751, -2.192, 1.583], [3.202, -0.719, 2.800], [0.953, -0.250, 1.875], [-0.953, -2.218, -0.646], [-1.693, -1.824, -1.346], [-0.469, -3.082, -1.116], [-1.644, -2.685, 0.646], [-2.540, -3.724, 0.393], [-3.284, -3.357, -0.126], [-0.884, -3.109, 1.316], [-2.300, -1.512, 1.400], [-3.021, -0.556, 0.583], [-2.852, 0.792, 0.720], [-2.044, 1.333, 1.434], [-3.923, 1.466, -0.134], [-4.517, 0.318, -0.781], [-3.988, -0.853, -0.382], [-4.300, -1.962, -0.755], [-5.145, 0.383, -1.562], [-3.332, 2.462, -1.125], [-2.606, 1.961, -1.759], [-4.121, 2.894, -1.737], [-2.831, 3.257, -0.579], [-4.937, 2.146, 0.797], [-4.427, 2.885, 1.409], [-5.405, 1.412, 1.451], [-5.709, 2.638, 0.211], [-1.533, -0.932, 1.917], [-2.992, -1.939, 2.136], [-0.224, 1.939, 0.322], [1.367, 3.536, 1.345], [4.020, 4.785, 0.180], [4.999, 3.453, 0.787], [3.695, 4.125, 1.780]],
  "e_above_lowest_ev": 0.000,
  "orbital_gap_ev": 9.74,
  "multiplicity": 1
}